No. 1
DFT (ωB97M-V/def2-TZVPD) results for C3GdLi2O3 as an isolated structure in a non-equilibrium geometry.

Computed properties:
* ⟨S²⟩: 16.78
* 2S+1: 8
* F_max: 0.1076 Eh/bohr
* total charge: +3
* energy: -1119.58862 Eh
* LUMO energy (spin up / spin down): -13.50 / -14.57 eV

CARTESIAN COORDINATES (ANGSTROEM)
O: -0.629 -0.016 3.273
C: 0.175 0.172 2.407
O: 0.864 0.993 1.873
Li: 1.013 0.890 -0.112
Li: -2.048 -1.414 2.500
C: -0.599 -1.161 0.906
C: -0.662 -0.966 -0.314
O: -0.468 -0.401 -1.449
Gd: -1.222 -0.518 -3.777

Here are the Löwdin charges for atoms 1 to 8, given in e: O 0.137; C -0.448; O 0.115; Li 0.849; Li 0.847; C 0.112; C -0.278; O -0.372

=====

No. 2
DFT (ωB97M-V/def2-TZVPD) results for a 3-piece molecular cluster, C24H47B2BrF9N2O9S overall in a non-equilibrium geometry.

Computed properties:
* 2S+1: 1
* F_max: 0.0234 Eh/bohr
* total charge: +1
* energy: -5649.76936 Eh
* LUMO energy: -3.42 eV

CARTESIAN COORDINATES (ANGSTROEM)
C: -4.097 -0.485 7.218
C: -3.336 -1.600 6.433
B: -2.156 -1.000 5.607
O: -0.919 -0.966 6.183
C: -2.212 -0.421 4.122
C: -1.228 -0.549 3.156
B: 0.152 -1.322 3.335
O: 1.135 -0.692 4.041
O: 0.287 -2.565 2.795
C: 1.486 -2.880 2.080
N: -1.644 0.082 2.008
C: -0.894 0.167 0.754
C: 0.523 0.683 0.907
C: 0.674 2.127 1.380
F: 1.988 2.341 1.571
F: 0.069 2.274 2.580
C: 0.089 3.155 0.386
F: 0.298 2.769 -0.871
F: -1.246 3.129 0.581
S: 0.691 4.956 0.568
F: 2.128 4.505 0.088
F: 1.046 4.692 2.077
F: -0.749 5.445 0.998
F: 0.299 5.237 -0.941
F: 1.222 6.423 0.706
C: -2.871 0.591 2.200
C: -3.738 1.305 1.240
C: -4.783 0.313 0.676
N: -3.219 0.304 3.460
Br: -4.832 0.818 4.184
H: -5.117 -0.433 6.852
H: -4.140 -0.728 8.272
H: -3.665 0.502 7.079
H: -4.013 -2.209 5.840
H: -2.878 -2.232 7.190
H: -0.433 -0.168 5.946
H: 1.695 -1.353 4.469
H: 2.365 -2.374 2.475
H: 1.378 -2.653 1.022
H: 1.656 -3.947 2.164
H: -1.490 0.730 0.051
H: -0.839 -0.844 0.353
H: 1.144 0.086 1.568
H: 0.980 0.626 -0.079
H: -4.217 2.152 1.720
H: -3.172 1.665 0.391
H: -5.349 -0.184 1.454
H: -4.257 -0.448 0.101
H: -5.425 0.827 -0.030
C: 4.633 2.496 -0.309
O: 5.121 2.011 -1.540
C: 4.500 2.560 -2.690
C: 5.493 3.056 -3.722
O: 6.279 4.169 -3.343
C: 7.269 4.027 -2.337
C: 8.463 3.167 -2.691
O: 8.125 1.801 -2.853
C: 8.641 1.183 -4.015
H: 3.791 1.891 0.033
H: 5.437 2.415 0.425
H: 4.335 3.544 -0.373
H: 3.824 3.378 -2.416
H: 3.901 1.769 -3.161
H: 4.902 3.411 -4.571
H: 6.111 2.238 -4.097
H: 6.829 3.716 -1.387
H: 7.650 5.040 -2.182
H: 9.181 3.242 -1.865
H: 8.942 3.564 -3.592
H: 8.732 1.889 -4.845
H: 7.948 0.395 -4.312
H: 9.617 0.731 -3.815
C: -3.670 -4.397 0.019
O: -3.480 -3.550 -1.096
C: -2.214 -3.651 -1.722
C: -2.303 -3.817 -3.227
O: -2.869 -5.027 -3.682
C: -4.252 -5.280 -3.486
C: -5.207 -4.409 -4.275
O: -5.175 -3.050 -3.870
C: -5.084 -2.110 -4.921
H: -3.330 -3.913 0.943
H: -4.738 -4.598 0.107
H: -3.152 -5.351 -0.102
H: -1.630 -4.475 -1.299
H: -1.673 -2.713 -1.524
H: -1.274 -3.832 -3.597
H: -2.783 -2.952 -3.689
H: -4.509 -5.283 -2.425
H: -4.398 -6.302 -3.841
H: -6.220 -4.790 -4.101
H: -4.988 -4.505 -5.343
H: -4.524 -2.505 -5.774
H: -4.555 -1.233 -4.544
H: -6.078 -1.800 -5.255

Here are the Löwdin charges for atoms 1 to 8, given in e: C -0.124; C -0.140; B -0.441; O 0.180; C -0.021; C 0.017; B -0.626; O 0.195

=====

No. 3
DFT (ωB97M-V/def2-TZVPD) results for one molecule with the formula C11H17NO2S.

Computed properties:
* SMILES: CCS(=O)(=O)NCCCc1ccccc1
* 2S+1: 1
* F_max: 0.0183 Eh/bohr
* relative energy (zero: lowest compared OMol25 entry of this formula, charge and spin): 20.5 kJ/mol
* energy: -1032.77097 Eh
* LUMO energy: 0.70 eV

CARTESIAN COORDINATES (ANGSTROEM)
C: -1.809 -2.903 -0.698
C: -1.972 -1.962 -1.867
H: -1.086 -1.374 -2.086
H: -2.294 -2.480 -2.765
S: -3.325 -0.789 -1.516
O: -4.489 -1.554 -1.187
O: -3.377 0.153 -2.594
N: -2.926 0.053 -0.152
H: -3.022 -0.465 0.704
C: -1.927 1.089 -0.191
C: -0.538 0.647 0.274
H: -0.598 0.290 1.306
H: -0.176 -0.177 -0.343
C: 0.467 1.803 0.200
C: 1.822 1.348 0.666
C: 2.178 1.442 2.005
C: 3.410 0.988 2.442
C: 4.303 0.430 1.543
C: 3.956 0.329 0.206
C: 2.724 0.783 -0.227
H: 2.459 0.706 -1.273
H: 4.649 -0.104 -0.500
H: 5.266 0.078 1.882
H: 3.675 1.073 3.486
H: 1.486 1.881 2.710
H: 0.114 2.625 0.825
H: 0.525 2.158 -0.830
H: -1.903 1.421 -1.231
H: -2.267 1.928 0.427
H: -1.398 -2.385 0.167
H: -1.145 -3.728 -0.949
H: -2.784 -3.305 -0.435

Here are the Löwdin charges for atoms 1 to 8, given in e: C -0.130; C -0.278; H 0.086; H 0.101; S 0.595; O -0.298; O -0.299; N -0.141

=====

No. 4
DFT (ωB97M-V/def2-TZVPD) results for C10H8MnN2Se3Te as an isolated structure.

Computed properties:
* ⟨S²⟩: 8.77
* 2S+1: 6
* F_max: 0.0184 Eh/bohr
* relative energy (zero: lowest compared OMol25 entry of this formula, charge and spin): 297.3 kJ/mol
* energy: -9118.68936 Eh
* LUMO energy (spin up / spin down): -1.29 / -1.44 eV

CARTESIAN COORDINATES (ANGSTROEM)
Mn: 2.031 1.140 0.903
Se: 4.400 0.712 0.517
Se: 4.836 2.600 1.908
Te: 2.429 3.143 2.601
Se: -0.414 3.197 -0.488
C: -1.837 1.677 -2.473
C: -2.638 1.028 -1.448
C: -2.180 0.572 -0.281
C: -0.763 0.514 0.103
N: 0.059 1.476 0.147
C: -0.888 2.581 -2.230
C: -0.189 -0.840 0.498
C: -0.911 -2.005 0.384
C: -0.284 -3.205 0.728
C: 1.023 -3.179 1.153
C: 1.685 -1.954 1.229
N: 1.081 -0.819 0.911
H: -2.065 1.429 -3.505
H: -3.690 0.884 -1.672
H: -2.865 0.094 0.411
H: -0.330 3.039 -3.036
H: -1.927 -1.994 0.018
H: -0.823 -4.140 0.652
H: 1.544 -4.085 1.426
H: 2.719 -1.863 1.545

Here are the Löwdin charges for atoms 1 to 8, given in e: Mn 0.110; Se -0.121; Se -0.288; Te 0.118; Se 1.025; C -0.175; C -0.089; C -0.062

=====

No. 5
DFT (ωB97M-V/def2-TZVPD) results for C4H4N2O as an isolated structure in a non-equilibrium geometry.

Computed properties:
* ⟨S²⟩: 2.02
* 2S+1: 3
* F_max: 0.1065 Eh/bohr
* relative energy (zero: lowest compared OMol25 entry of this formula, charge and spin): 141.2 kJ/mol
* energy: -339.36564 Eh
* LUMO energy (spin up / spin down): 0.85 / -2.13 eV

CARTESIAN COORDINATES (ANGSTROEM)
C: 1.140 -1.614 -0.470
C: 1.129 0.854 0.747
C: 0.570 -0.607 0.167
C: -0.669 0.087 0.316
N: 1.541 -2.471 -1.107
N: -1.424 0.206 -0.840
O: -0.142 1.312 0.885
H: 1.922 1.123 1.488
H: -1.303 -0.218 1.083
H: -0.754 0.370 -1.612
H: -2.009 0.957 -0.657

Here are the Löwdin charges for atoms 1 to 8, given in e: C -0.220; C -0.005; C -0.051; C -0.455; N 0.191; N 0.132; O -0.023; H 0.102

=====

No. 6
DFT (ωB97M-V/def2-TZVPD) results for a 2-piece molecular cluster, ClH6N4P overall in a non-equilibrium geometry.

Computed properties:
* 2S+1: 1
* F_max: 0.0773 Eh/bohr
* relative energy (zero: lowest compared OMol25 entry of this formula, charge and spin): 181.6 kJ/mol
* energy: -1024.04752 Eh
* LUMO energy (spin up / spin down): -0.07 / 0.21 eV

CARTESIAN COORDINATES (ANGSTROEM)
N: -1.494 -0.449 -1.813
N: 1.088 0.559 3.499
N: -0.538 -0.109 -2.774
N: 0.771 -0.361 2.700
P: 0.816 -0.700 1.085
Cl: 2.223 0.517 0.484
H: -2.239 -0.837 -2.446
H: -1.916 0.317 -1.221
H: -0.852 0.581 -3.456
H: 1.580 1.343 3.219
H: 0.361 0.253 -2.408
H: 0.200 -1.115 3.131

Here are the Löwdin charges for atoms 1 to 8, given in e: N -0.145; N 0.000; N -0.136; N -0.565; P 0.380; Cl 0.125; H 0.084; H 0.070